15
Properties=species:S:1:pos:R:3:forces:R:3 method="wB97M-V/def2-TZVPD" total_charge=0 spin_multiplicity=1 gap_ev="7.4 / 7.4" lumo_ev="-0.2 / -0.2"
C 0.859798 0.422705 2.529269 0.126 0.066 -2.231
P 0.839496 -0.009498 0.882920 -0.827 -1.183 1.109
C 1.363919 -1.765170 0.741799 0.266 0.372 -0.161
C -0.392198 0.126834 -0.341910 0.868 0.650 1.235
C -0.640080 1.000767 -1.294397 -0.232 -0.018 -0.394
C -1.890285 0.899740 -2.111223 -0.105 -0.009 0.011
H 0.713127 1.447568 2.806332 -0.214 0.244 0.174
H 1.346916 -0.241611 3.216432 0.059 -0.237 0.136
H 1.183046 -2.292093 1.675098 -0.035 0.026 0.039
H 2.423911 -1.827951 0.498577 0.024 -0.012 0.050
H 0.786142 -2.220351 -0.061520 0.036 0.027 0.099
H 0.023600 1.810706 -1.584527 0.136 0.031 0.170
H -2.435861 1.842634 -2.066560 -0.063 0.044 -0.062
H -2.530149 0.104054 -1.735668 -0.022 -0.013 -0.032
H -1.651382 0.701668 -3.154622 -0.017 0.013 -0.142